No. 1
# C37H38ClIrN2O2P

A structure of composition C37H38ClIrN2O2P (the ωB97M-V functional and the def2-TZVPD basis, the OMol25 dataset).

Each line ends with the Mulliken spin population.
Geometry (Å):
C -0.98545 -3.22858 1.19043  -0.10
C -2.25166 -3.96542 0.72572  0.04
Cl 5.86547 0.34213 4.19137  0.00
C -4.53627 1.13134 0.22554  0.00
C -3.06283 3.49720 0.11385  0.00
Ir -0.40446 -0.20783 0.22987  0.02
O 1.61310 -0.18018 0.31775  0.01
H -1.69575 3.21869 2.48700  0.00
C 3.27219 0.34085 3.50210  0.00
H 1.03753 -3.60607 1.87446  0.00
C 0.29897 -6.10412 -3.07059  0.00
H 2.07235 2.95447 0.43595  0.00
C -0.04965 -2.85276 -1.08498  0.17
C 0.10956 3.01936 1.32873  0.00
C 1.48908 3.23730 1.30603  0.00
H -2.12981 -4.53846 -0.18752  0.00
C -1.39084 -2.37692 2.39105  0.01
C -0.62942 3.39899 2.44533  0.00
C 0.43812 -1.93313 -2.06522  -0.01
C 0.85407 -2.32916 -3.31410  -0.05
H 1.86146 4.70487 4.33233  0.00
C 2.22435 0.22490 2.61278  0.01
H -0.45583 -4.97623 -0.78528  0.02
C -5.17114 2.36052 0.32344  0.00
H 0.93633 -6.68650 -2.40434  0.00
C -4.43981 3.54013 0.25325  0.00
C 0.66117 4.76482 -2.80813  0.00
H -5.11189 0.21374 0.25312  0.00
H 4.05048 -0.30669 -0.23758  0.00
H 5.91046 -0.09704 1.39379  0.00
C 0.00387 4.00205 3.52327  0.00
C 0.33208 4.18056 -1.59408  0.00
H -2.96801 -0.90589 0.39787  0.00
C 0.11831 -4.17044 1.70653  0.05
H 0.80923 0.68635 4.20265  0.00
H -3.06330 -3.25216 0.56023  -0.01
C -2.40910 2.26874 0.04711  0.00
C 0.80535 -3.69328 -3.61891  0.28
C 3.85895 -0.13146 0.81266  0.01
H 2.13976 -0.70652 -3.90168  0.00
C -0.05702 2.84262 -1.55148  0.00
H 0.37974 4.77017 -0.68784  0.00
H 0.53957 -0.66997 -4.64165  0.00
H -6.24519 2.39769 0.44396  0.00
C 2.11756 3.83958 2.38544  0.00
H -0.57690 4.30718 4.38350  0.00
C 0.59894 4.02529 -3.98014  0.00
N -0.45141 -2.34416 0.10100  0.42
H 0.64018 -6.26678 -4.09044  0.00
H -4.94728 4.49291 0.31544  0.00
N -2.46513 -0.18035 -0.10998  -0.01
H 0.96339 5.80297 -2.83746  0.00
C 4.59452 0.21198 3.06928  0.01
C 0.87734 0.42720 3.13649  0.00
H 3.18350 4.02545 2.35428  0.00
H -0.71428 -6.49759 -2.98561  0.00
H -1.93670 -3.00352 3.09593  0.00
H -0.20127 -4.58274 2.66399  0.00
P -0.61449 2.06225 -0.02475  -0.01
C -0.12372 2.10649 -2.73462  0.00
H 1.13472 -4.02423 -4.59705  0.00
H -2.49037 4.41602 0.07228  0.00
C 1.34896 -1.32872 -4.32232  0.00
H 0.50596 -0.87868 -1.80324  0.09
H -2.54783 -0.43820 -1.09473  0.00
C 4.87990 -0.01554 1.71170  0.00
H 0.85574 4.48746 -4.92379  0.00
H -0.44233 1.06977 -2.71324  0.00
C 1.37440 4.22189 3.49554  0.00
C 2.49611 -0.03583 1.22524  0.00
H 0.14560 2.12208 -4.86102  0.00
H -2.04211 -1.54448 2.12298  0.00
H 1.74036 -1.82376 -5.20843  0.00
C -0.08592 -4.22931 -1.46283  0.13
H 0.34766 -5.00362 1.05285  0.00
C 0.20249 2.69475 -3.94495  0.00
H -2.57344 -4.64620 1.51354  0.00
H -0.51895 -1.98353 2.90753  0.00
C -3.16113 1.10222 0.07609  0.00
C 0.33946 -4.64632 -2.70429  -0.03
O -0.15103 0.33768 2.49308  -0.01
H 3.07344 0.54169 4.54788  0.00

F_max: 0.074 Eh/bohr
HOMO-LUMO gap (alpha / beta): 4.66 / 4.53 eV
LUMO energy (alpha / beta): -8.169 / -8.270 eV
Net charge: +2
ΔE to the lowest compared entry with this formula, charge and spin: 42.5 kcal per mole
2S+1: 2
HOMO energy (alpha / beta): -12.828 / -12.801 eV

***

No. 2
# C4H34NO11

A cluster of 12 separate species, C4H34NO11 in total (the ωB97M-V functional and the def2-TZVPD basis, the OMol25 dataset).

Each line ends with the Mulliken charge.
Geometry (Å):
H 1.06922 -2.13941 -0.48013  0.28
H -3.72652 1.28310 -1.28161  0.25
H 2.89542 -0.74122 -2.12116  0.28
O -3.09951 0.17374 1.26190  -0.56
H 3.46525 -2.83783 3.33317  0.29
O 0.91209 1.29159 3.02406  -0.59
H 1.90052 -2.72802 3.55296  0.34
O -2.09389 -2.82717 0.47378  -0.71
H 2.50075 0.61170 1.05461  0.37
O 2.66633 -0.85921 -1.17043  -0.51
H -3.84604 0.41148 0.70008  0.21
H 1.34835 -2.36877 1.03939  0.33
H -3.44113 0.12407 2.24533  0.30
H 2.32453 2.25633 -0.72970  0.32
H 0.72373 0.50640 1.39837  0.26
C 0.01709 2.91408 -1.79074  -1.59
H 1.67953 0.88047 3.51249  0.28
O 2.64443 -2.58618 2.85374  -0.63
H 2.51044 -0.84216 -4.81184  0.29
H 0.99413 2.23299 3.36566  0.31
H -0.91169 2.95709 -2.25215  0.45
O -0.95900 -0.25090 3.34325  -0.45
H 1.70111 2.72584 0.91859  0.25
C -0.04461 2.14176 -0.45182  1.68
C 1.36582 1.91572 0.05958  -0.96
H -1.23424 -2.39962 0.39521  0.32
H 3.57238 -1.09132 -0.81833  0.26
H -3.04609 0.02272 -1.77196  0.30
H 0.31049 3.95253 -1.69513  0.40
O -2.49223 -1.84289 -2.31658  -0.72
H 1.38058 -0.13758 -0.08414  0.23
C -1.11609 2.67841 0.44672  -1.17
H -1.66341 0.01809 2.86960  0.12
H 0.76306 -3.45482 -1.88757  0.29
O 2.15869 -0.95052 -3.88020  -0.59
H -3.09597 -2.51296 -2.69507  0.32
H -1.04527 0.26631 4.11003  0.33
H -1.18438 2.17254 1.38663  0.08
H -0.24368 -2.48806 -2.38013  0.34
H -2.45863 -1.87787 -1.36497  0.42
O -2.96861 0.99569 -1.60562  -0.53
O 0.76715 -1.79814 0.46057  -0.54
N 1.55583 0.63543 0.62415  0.16
H -2.09183 2.85777 -0.02689  0.29
H -0.36290 1.02451 -0.72844  -0.34
H 1.00228 2.36791 -2.34279  0.21
H 1.46482 -1.52681 -3.90647  0.26
H -0.84138 3.70040 0.95048  0.36
H -2.46402 -2.30234 1.30213  0.36
O 0.73714 -2.55489 -2.08861  -0.66

F_max: 0.136 Eh/bohr
HOMO-LUMO gap: 10.84 eV
LUMO energy: -2.599 eV
Net charge: +1
ΔE to the lowest compared entry with this formula, charge and spin: 127.6 kcal per mole
2S+1: 1
HOMO energy: -13.441 eV

***

No. 3
# C3H6NO2

The ion C3H6NO2 with charge -1 (the ωB97M-V functional and the def2-TZVPD basis, the OMol25 dataset).

Each line ends with the Mulliken charge.
Geometry (Å):
H -1.43269 0.50057 -1.60393  0.14
H 0.71847 -1.77229 2.39329  0.29
O -0.30694 -1.81361 0.15497  -0.68
O -0.07257 2.01830 -1.67755  -0.89
C -0.36457 0.74511 -1.46389  -0.21
H 1.54208 -0.21804 2.06620  0.30
H 0.21922 -0.03569 -2.02472  0.12
H 0.42766 1.27729 0.43795  0.22
C 0.07095 -0.73920 0.61662  0.61
H -0.16529 -0.43084 2.81117  0.25
N 0.00635 0.45978 0.02112  -0.14
C 0.57694 -0.72793 2.07272  -1.01

F_max: 0.024 Eh/bohr
HOMO-LUMO gap: 6.80 eV
LUMO energy: 3.993 eV
Net charge: -1
ΔE to the lowest compared entry with this formula, charge and spin: 33.6 kcal per mole
Structure (SMILES): CC(=O)NC[O-]
2S+1: 1
HOMO energy: -2.806 eV

***

No. 4
# ArH24O12

A structure of composition ArH24O12 (the ωB97M-V functional and the def2-TZVPD basis, the OMol25 dataset).

Each line ends with the Mulliken charge.
Geometry (Å):
H -1.68129 -1.33884 -1.79930  0.38
O -2.66345 0.22414 -1.71279  -0.61
H -4.01176 -0.50647 2.05582  0.28
H -0.46402 4.30345 1.46992  0.30
H 1.71806 -0.91960 -2.14500  0.30
H -0.44830 -3.07632 3.62339  0.28
H -0.84746 2.92067 1.95239  0.28
H 2.79510 -2.56773 0.12740  0.28
H -2.23356 -2.51882 -1.02823  0.27
O 3.46041 -0.19035 0.98132  -0.64
H 0.70238 3.23133 -0.53570  0.30
H -2.80717 0.02457 2.80338  0.28
O -0.54742 3.39583 1.17751  -0.60
O -1.60209 -2.28855 -1.70973  -0.59
H 3.13536 -0.73284 0.26280  0.46
H -3.46052 -0.29039 -1.58564  0.30
O -3.19863 -0.78554 2.47672  -0.55
O 2.61739 -2.14313 -0.71187  -0.64
H -0.27607 -1.68640 3.04864  0.28
H 2.77252 3.05934 2.13652  0.29
O 0.48428 1.99367 -3.59700  -0.63
O 2.33654 2.21810 2.00063  -0.62
H 1.50182 2.44393 1.59017  0.35
H -2.80566 1.01821 -1.19757  0.27
O -2.41451 -3.66069 0.50293  -0.66
H -2.29001 -4.51954 0.90680  0.28
H 2.61206 0.00169 -2.94741  0.33
H 0.75356 2.26534 -2.71955  0.34
O -0.33403 -2.60796 2.79646  -0.57
H 2.71146 0.35076 1.23131  0.29
H -2.10380 -3.03878 1.16090  0.36
O 1.05790 3.69422 -1.29436  -0.67
Ar 0.16443 -0.29462 0.15427  0.04
H 0.35893 4.29175 -1.56013  0.32
H 0.49581 1.03704 -3.56616  0.34
H 2.73148 -2.83733 -1.36095  0.24
O 1.78012 -0.46998 -2.98775  -0.63

F_max: 0.012 Eh/bohr
HOMO-LUMO gap: 9.40 eV
LUMO energy: -0.619 eV
ΔE to the lowest compared entry with this formula, charge and spin: 44.9 kcal per mole
2S+1: 1
HOMO energy: -10.023 eV